i | Density functional theory data (ωB97M-V with the def2-TZVPD basis set) for the ion C3H10N3 with charge +1.

Each line ends with the Löwdin charge.
Element x y z (Å)
C1 -0.010 0.643 -0.836  -0.1429
C2 -0.795 -0.691 -0.375  -0.0626
H1 -0.069 1.893 1.074  0.1299
N1 -1.084 -0.678 2.128  -0.0119
N2 1.317 0.294 -1.636  0.1872
H2 2.096 0.333 -0.821  0.2214
H3 -1.974 -1.276 2.170  0.1318
H4 1.389 1.117 -2.268  0.1691
N3 -1.069 0.007 0.953  -0.2433
H5 -0.171 -1.203 2.463  0.1353
H6 -0.453 1.377 -1.428  0.1209
H7 -0.084 -1.593 -0.254  0.1416
H8 -1.613 -0.967 -0.937  0.0778
H9 1.385 -0.664 -2.046  0.1714
C3 0.100 0.872 0.703  -0.1300
H10 1.035 0.536 1.111  0.1043

HOMO level   -12.303 eV
Net charge   +1
HOMO-LUMO gap   8.34 eV
SMILES   NN1CC([NH3+])C1


ii | Density functional theory data (ωB97M-V with the def2-TZVPD basis set) for the ion C3H10N3 with charge +1.

Each line ends with the Löwdin charge.
Element x y z (Å)
N1 -0.610 0.530 0.324  0.0854
C1 0.623 -0.889 -1.236  0.0128
C2 1.547 1.216 -0.562  -0.0420
H1 0.009 -0.428 -1.964  0.0978
H2 1.392 2.140 0.174  0.1525
H3 1.630 -0.984 -1.532  0.0875
H4 1.280 1.349 -1.688  0.1325
H5 2.673 0.825 -0.558  0.1474
H6 1.225 -0.401 0.705  0.2142
H7 0.206 -1.825 -0.819  0.1177
H8 -3.231 0.560 1.027  0.1600
H9 -2.834 -0.745 2.166  0.1261
C3 -1.250 -0.211 1.123  -0.2974
N2 -2.497 -0.006 1.531  0.1197
H10 -0.903 -1.233 1.438  0.1583
N3 0.742 0.100 -0.130  -0.2725

HOMO level   -14.193 eV
Net charge   +1
HOMO-LUMO gap   11.03 eV
SMILES   C[NH+](C)/N=C/N


iii | Density functional theory data (ωB97M-V with the def2-TZVPD basis set) for a cluster of 2 separate species, C3H10N3 in total.

Each line ends with the Löwdin charge.
Element x y z (Å)
H1 1.637 1.955 -1.669  0.0784
H2 3.177 1.019 -1.611  0.0732
H3 -2.351 -0.330 3.269  0.0929
H4 2.150 0.918 -0.305  0.0770
H5 -2.636 -1.692 2.499  0.0328
N1 -1.667 -0.304 0.109  0.1759
C1 -0.571 -0.153 -0.518  -0.0486
H6 -2.585 -0.024 -0.320  0.1783
H7 1.287 0.088 -3.086  0.1684
C2 1.480 -0.127 -1.973  -0.2432
H8 -1.785 -0.666 1.077  0.0139
N2 0.331 -0.347 -1.272  0.1677
H9 -1.100 -1.407 3.179  0.1196
H10 2.207 -0.982 -2.020  0.1505
C3 2.155 1.088 -1.359  -0.0583
N3 -1.927 -1.018 2.593  0.0216

HOMO level   -14.738 eV
Net charge   +1
HOMO-LUMO gap   11.24 eV


It is iii that is most stable; the runner-up trails by 15.2 kcal/mol.


i | Density functional theory data (ωB97M-V with the def2-TZVPD basis set) for the ion C3H10N3 with charge +1.

Each line ends with the Löwdin charge.
Element x y z (Å)
H1 -0.511 -2.225 0.643  0.1393
H2 0.754 -2.495 -0.474  0.1083
N1 0.342 -0.452 -0.071  -0.2590
C1 -0.648 1.453 0.978  -0.2955
H3 0.734 0.122 -2.146  0.0964
N2 -0.828 0.559 0.078  0.1050
C2 -0.095 -1.807 -0.344  -0.0329
H4 -2.380 2.658 0.618  0.1708
H5 -1.306 2.980 2.013  0.1224
H6 0.949 -0.490 0.855  0.2134
H7 1.597 1.128 -1.048  0.1319
C3 1.239 0.018 -1.183  -0.0316
H8 2.144 -0.719 -1.184  0.1371
N3 -1.535 2.399 1.206  0.1257
H9 -0.681 -1.596 -1.241  0.1117
H10 0.180 1.405 1.727  0.1571

HOMO level   -14.142 eV
Net charge   +1
HOMO-LUMO gap   10.95 eV
SMILES   C[NH+](C)/N=C/N


ii | Density functional theory data (ωB97M-V with the def2-TZVPD basis set) for the ion C3H10N3 with charge +1.

Each line ends with the Löwdin charge.
Element x y z (Å)
H1 1.048 1.724 -1.266  0.1335
N1 -0.411 0.187 -0.444  -0.1281
C1 -1.464 1.030 0.059  -0.0542
C2 0.439 0.785 -1.488  -0.0558
H2 0.606 -1.620 2.432  0.1866
H3 -1.703 0.911 1.070  0.0682
H4 -0.740 -0.708 2.276  0.0897
H5 -0.282 1.228 -2.183  0.1095
H6 0.959 -0.008 -1.893  0.0431
H7 1.524 -1.073 -0.888  0.1044
N2 0.096 -0.885 1.850  0.2269
H8 -1.011 1.983 0.068  0.0820
C3 0.440 -0.675 0.610  -0.2975
H9 1.466 -2.407 0.371  0.1844
N3 1.327 -1.418 0.047  0.1983
H10 -2.294 0.944 -0.621  0.1090

HOMO level   -13.895 eV
Net charge   +1
HOMO-LUMO gap   10.26 eV
SMILES   CN(C)C(N)=[NH2+]


It is ii that is most stable; the runner-up trails by 14.4 kcal/mol.


i | Density functional theory data (ωB97M-V with the def2-TZVPD basis set) for a cluster of 2 separate species, C3H10N3 in total.

Each line ends with the Löwdin charge.
Element x y z (Å)
H1 -3.484 1.227 -0.651  0.1875
C1 1.628 0.837 0.355  -0.1498
N1 -2.184 -0.576 0.626  0.0978
H2 1.906 0.996 -0.666  0.0935
N2 1.114 -0.464 0.508  -0.0225
H3 2.919 -1.092 -0.170  0.1292
H4 -3.255 -0.544 0.685  0.1635
H5 1.636 -2.410 0.167  0.0948
C2 1.835 -1.395 -0.172  -0.1585
H6 -1.976 1.963 -1.230  0.1417
H7 -1.486 -1.372 0.919  0.1673
H8 2.544 1.042 0.857  0.0978
C3 -1.606 0.354 -0.113  -0.1392
N3 -2.398 1.258 -0.589  0.1068
H9 0.909 1.537 0.737  0.0726
H10 1.898 -1.361 -1.264  0.1174

HOMO level (spin up / spin down)   -12.928 / -14.420 eV
Net charge   +1
HOMO-LUMO gap (spin up / spin down)   5.77 / 9.62 eV


ii | Density functional theory data (ωB97M-V with the def2-TZVPD basis set) for the ion C3H10N3 with charge +1.

Each line ends with the Löwdin charge.
Element x y z (Å)
H1 0.687 -1.930 -1.532  0.1538
H2 0.341 2.423 2.005  0.1356
H3 0.742 -0.105 2.266  0.1871
H4 -1.526 -0.329 0.256  0.1341
H5 -1.292 -1.194 1.568  0.1174
N1 -0.041 1.692 1.371  0.0878
C1 0.292 0.318 1.226  -0.1867
H6 0.499 1.042 -1.508  0.0752
H7 0.404 0.011 -3.009  0.1364
C2 -0.019 0.182 -1.922  -0.0251
H8 -0.402 2.153 0.638  0.0248
C3 0.652 -1.009 0.118  -0.1281
N2 -0.806 -0.702 0.876  0.1079
H9 1.148 -1.792 0.660  0.1441
H10 -1.174 0.249 -1.848  0.1097
N3 0.496 -1.008 -1.163  -0.0740

HOMO level   -13.417 eV
Net charge   +1
HOMO-LUMO gap   10.48 eV
SMILES   CN[C@@H]1[NH2+][C@@H]1N


iii | Density functional theory data (ωB97M-V with the def2-TZVPD basis set) for a cluster of 2 separate species, C3H10N3 in total.

Each line ends with the Löwdin charge.
Element x y z (Å)
C1 -0.493 0.976 -3.274  -0.0739
H1 1.278 -2.487 0.521  0.1043
N1 -0.730 0.342 -2.166  -0.0113
H2 -1.175 1.674 -3.777  0.0768
H3 -0.279 0.539 3.301  0.1559
H4 0.380 0.646 -3.827  0.0627
H5 2.497 -1.173 0.333  0.1043
H6 -1.667 1.088 2.370  0.1363
C2 1.422 -1.420 0.295  -0.0037
N2 0.797 -0.623 1.375  0.0210
H7 1.252 -0.631 2.256  0.1476
H8 -1.663 0.530 -1.784  0.0322
C3 -0.304 0.062 1.291  -0.1282
H9 1.027 -1.087 -0.668  0.0721
N3 -0.721 0.712 2.375  0.1616
H10 -0.823 0.178 0.320  0.1423

HOMO level   -13.745 eV
Net charge   +1
HOMO-LUMO gap   10.34 eV


iv | Density functional theory data (ωB97M-V with the def2-TZVPD basis set) for the ion C3H10N3 with charge +1.

Each line ends with the Löwdin charge.
Element x y z (Å)
H1 -0.596 -0.667 -1.215  0.1974
H2 -2.963 -0.077 -0.834  0.1555
H3 2.373 0.334 -1.318  0.0936
C1 -2.076 0.315 -0.156  -0.0478
H4 -1.849 1.388 -0.356  0.1144
H5 2.974 0.492 0.341  0.1490
C2 2.041 0.362 -0.321  -0.1493
C3 0.227 -0.166 0.582  -0.3134
H6 -1.361 -1.646 -0.010  0.2066
N1 0.750 0.990 0.096  0.0471
H7 -2.371 0.262 0.844  0.0677
H8 -0.160 -0.456 1.665  0.1949
N2 -1.006 -0.670 -0.225  -0.0017
N3 1.467 -0.961 0.006  0.0363
H9 2.000 -1.477 0.688  0.1015
H10 0.552 1.978 0.214  0.1483

HOMO level   -14.035 eV
Net charge   +1
HOMO-LUMO gap   10.92 eV
SMILES   C[NH2+]C1NCN1


It is iii that is most stable; the runner-up trails by 40.4 kcal/mol.


i | Density functional theory data (ωB97M-V with the def2-TZVPD basis set) for a cluster of 2 separate species, C3H10N3 in total.

Each line ends with the Löwdin charge.
Element x y z (Å)
H1 2.025 -1.398 1.332  0.0862
H2 0.250 -2.651 1.861  0.1522
N1 -1.092 -1.424 0.768  0.0985
H3 -1.276 2.099 -1.119  0.1234
C1 0.169 -1.728 1.228  -0.2361
H4 2.255 1.557 -0.961  0.1077
H5 0.787 0.157 0.165  0.0447
N2 1.190 -0.962 0.979  0.0694
H6 -1.373 1.179 0.470  0.1299
C2 -1.065 1.101 -0.619  -0.0308
H7 -1.828 -2.063 1.070  0.1225
H8 -1.459 0.313 -1.174  0.0567
H9 -1.169 -1.062 -0.159  0.0509
H10 0.948 2.338 -2.018  0.1161
C3 1.225 1.633 -1.246  0.1419
N3 0.414 0.910 -0.576  -0.0330

HOMO level   -14.191 eV
Net charge   +1
HOMO-LUMO gap   10.12 eV


ii | Density functional theory data (ωB97M-V with the def2-TZVPD basis set) for a structure of composition C3H10N3.

Each line ends with the Löwdin charge.
Element x y z (Å)
N1 0.765 -0.285 -2.070  0.0839
H1 1.493 0.133 -2.648  0.1251
C1 -1.219 1.460 0.383  -0.0690
H2 -1.504 1.810 -0.607  0.0871
H3 0.087 -0.812 3.121  0.1236
H4 1.117 -0.830 1.082  0.1441
H5 -2.052 0.900 0.823  0.0885
N2 -0.215 -0.128 2.449  0.1664
H6 -1.046 0.402 2.662  0.1094
H7 0.833 -1.995 -3.192  0.0994
N3 -0.051 0.582 0.205  -0.0521
H8 0.209 -2.143 -1.427  0.0987
C2 0.626 -1.538 -2.236  0.0541
H9 -1.020 2.321 1.022  0.0961
C3 0.278 -0.152 1.216  -0.2357
H10 0.309 0.298 -1.009  0.0804

HOMO level   -14.114 eV
Net charge   +1
HOMO-LUMO gap   10.25 eV


It is ii that is most stable; the runner-up trails by 7.9 kcal/mol.


i | Density functional theory data (ωB97M-V with the def2-TZVPD basis set) for a cluster of 2 separate species, C3H3N3O in total.

Each line ends with the Löwdin charge.
Element x y z (Å)
N1 -1.320 1.293 -1.266  0.0504
H1 -1.649 1.143 -0.298  -0.0302
C1 1.238 -0.186 0.114  -0.1920
C2 -1.695 -0.185 1.176  0.0294
N2 2.165 0.071 0.878  0.1447
C3 0.179 -0.440 -0.622  -0.2192
O1 -1.533 -0.930 2.015  0.0895
H2 3.075 0.173 0.424  0.0774
H3 -0.062 -1.477 -0.843  0.1115
N3 -0.398 0.538 -1.577  -0.0614

HOMO level   -8.704 eV
HOMO-LUMO gap   9.21 eV


ii | Density functional theory data (ωB97M-V with the def2-TZVPD basis set) for a structure of composition C3H3N3O.

Each line ends with the Löwdin charge.
Element x y z (Å)
H1 1.990 -1.415 0.187  0.1052
C1 1.035 0.140 0.029  -0.3524
O1 2.226 -0.467 0.122  0.0442
C2 0.539 1.343 -0.082  0.0412
H2 0.803 2.391 -0.151  0.0734
C3 -1.232 -1.068 0.035  -0.0877
H3 -2.072 -1.773 0.058  0.0969
N1 0.000 -1.158 0.087  0.0917
N2 -1.293 1.480 -0.167  0.0032
N3 -1.996 0.527 -0.119  -0.0157

HOMO level   -8.799 eV
HOMO-LUMO gap   9.29 eV


It is i that is most stable; the runner-up trails by 13.7 kcal/mol.


i | Density functional theory data (ωB97M-V with the def2-TZVPD basis set) for the molecule C3H3N3O.

Each line ends with the Löwdin charge.
Element x y z (Å)
C1 0.619 1.011 -0.060  -0.2396
C2 1.691 -0.738 -0.172  -0.1470
H1 2.373 -1.522 -0.261  0.0820
H2 0.162 2.074 0.169  0.1684
H3 -1.897 1.527 -0.033  0.1597
C3 -1.590 0.410 0.038  -0.1770
N1 1.932 0.634 -0.072  0.1062
N2 -0.206 0.119 0.247  -0.1295
N3 0.412 -1.136 0.214  0.1291
O1 -2.490 -0.436 -0.180  0.0479

HOMO level   -10.617 eV
HOMO-LUMO gap   10.43 eV
SMILES   O=Cn1cncn1


ii | Density functional theory data (ωB97M-V with the def2-TZVPD basis set) for a cluster of 2 separate species, C3H3N3O in total.

Each line ends with the Löwdin charge.
Element x y z (Å)
O1 1.974 -1.290 0.131  -0.0007
C1 0.524 0.602 0.324  -0.0863
C2 -0.757 0.285 0.204  -0.2508
H1 -2.405 1.151 -0.121  0.0994
N1 -1.962 0.342 0.271  0.1456
N2 -0.696 -1.681 -0.860  0.0803
H2 0.511 1.653 0.600  0.1163
C3 1.790 -0.107 0.321  -0.3185
H3 2.631 0.568 0.584  0.1131
N3 -1.609 -1.524 -1.454  0.1016

HOMO level   -9.268 eV
HOMO-LUMO gap   8.82 eV
SMILES   N=C=CC=O.N#N


It is ii that is most stable; the runner-up trails by 1.6 kcal/mol.


i | Density functional theory data (ωB97M-V with the def2-TZVPD basis set) for the molecule C3H3N3O.

Each line ends with the Löwdin charge.
Element x y z (Å)
H1 1.423 -0.872 1.653  0.1903
N1 -0.478 -0.574 -0.881  0.1141
O1 -1.556 1.604 -2.074  -0.0250
N2 0.716 -0.529 0.895  0.0221
C1 0.473 0.743 0.563  -0.0257
H2 0.796 1.344 1.545  0.1829
C2 -0.413 0.658 -0.466  -0.5272
C3 0.137 -1.413 -0.115  -0.0958
H3 -0.015 -2.571 -0.244  0.1576
N3 -1.082 1.610 -0.874  0.0067

HOMO level   -8.684 eV
HOMO-LUMO gap   8.06 eV
SMILES   O=Nc1c[nH]cn1


ii | Density functional theory data (ωB97M-V with the def2-TZVPD basis set) for the molecule C3H3N3O.

Each line ends with the Löwdin charge.
Element x y z (Å)
N1 -0.206 -1.724 -0.020  0.1135
C1 -1.205 -0.770 -0.153  -0.1041
H1 -2.201 -1.181 -0.265  0.1094
H2 1.852 1.879 0.213  0.0659
N2 0.825 1.981 0.134  0.1022
O1 2.144 -1.458 0.296  0.1741
C2 -0.944 0.554 -0.134  -0.1355
C3 0.989 -1.444 0.135  -0.3173
N3 0.418 0.814 -0.005  -0.1118
H3 -1.674 1.349 -0.200  0.1035

HOMO level   -9.400 eV
HOMO-LUMO gap   9.02 eV
SMILES   [H]/N=N/C=C\N=C=O


It is ii that is most stable; the runner-up trails by 66.6 kcal/mol.


i | Density functional theory data (ωB97M-V with the def2-TZVPD basis set) for a structure of composition C3H3N3O.

Each line ends with the Löwdin charge.
Element x y z (Å)
N1 -0.394 -0.062 0.037  -0.0941
C1 0.634 -0.053 -0.868  -0.1332
N2 1.755 -0.399 -0.309  0.0971
H1 0.646 0.510 -1.783  0.1370
C2 -1.772 0.046 -0.237  -0.2406
N3 0.129 -0.241 1.286  0.1051
C3 1.422 -0.265 1.003  -0.2232
O1 -2.180 0.528 -1.250  0.0905
H2 -2.389 -0.391 0.566  0.1426
H3 2.136 0.336 1.558  0.1186

HOMO level   -10.110 eV
HOMO-LUMO gap   10.09 eV


ii | Density functional theory data (ωB97M-V with the def2-TZVPD basis set) for a cluster of 2 separate species, C3H3N3O in total.

Each line ends with the Löwdin charge.
Element x y z (Å)
N1 -2.006 -0.194 -0.815  0.2314
N2 0.840 0.489 2.560  0.0337
H1 0.671 1.617 -1.619  0.0988
C1 0.343 0.703 -1.118  -0.0554
C2 1.062 -0.405 -0.481  -0.3265
O1 0.413 -1.329 0.001  -0.0658
C3 -0.941 0.338 -0.920  -0.1816
H2 -2.521 -0.575 -0.027  0.1109
H3 2.163 -0.407 -0.361  0.1179
N3 0.002 -0.200 2.757  0.0365

HOMO level   -9.143 eV
HOMO-LUMO gap   9.84 eV
SMILES   N=C=CC=O.N#N


iii | Density functional theory data (ωB97M-V with the def2-TZVPD basis set) for a cluster of 2 separate species, C3H3N3O in total.

Each line ends with the Löwdin charge.
Element x y z (Å)
N1 0.614 2.190 -0.859  0.0388
C1 -0.213 -1.089 -0.149  -0.0840
N2 -0.451 2.272 -1.129  0.0637
C2 -1.407 -0.548 0.511  -0.3197
H1 -0.295 -1.838 -0.929  0.1009
H2 2.479 0.571 0.211  0.0742
H3 -2.356 -1.033 0.205  0.1152
N3 2.062 -0.266 0.614  0.1925
O1 -1.400 0.356 1.321  0.0037
C3 0.981 -0.630 0.203  -0.1852

HOMO level   -9.675 eV
HOMO-LUMO gap   10.15 eV
SMILES   N=C=CC=O.N#N


iv | Density functional theory data (ωB97M-V with the def2-TZVPD basis set) for the molecule C3H3N3O.

Each line ends with the Löwdin charge.
Element x y z (Å)
H1 -0.210 2.267 -0.941  0.1261
C1 -0.640 -0.723 -0.805  -0.0199
N1 1.168 -0.331 0.726  0.0369
C2 0.541 0.151 -0.514  -0.3249
C3 -0.138 1.506 -0.147  -0.2205
O1 -0.563 1.718 0.954  0.0758
N2 0.484 -1.221 1.213  0.0658
H2 -1.298 -2.192 0.534  0.1295
H3 1.292 0.287 -1.291  0.1351
N3 -0.635 -1.462 0.269  -0.0039

HOMO level   -9.794 eV
HOMO-LUMO gap   9.80 eV


It is iii that is most stable; the runner-up trails by 14.4 kcal/mol.